Record 1
Entry from the OMol25 dataset: a 2-piece molecular cluster, C12H20N2O6S2 overall in a non-equilibrium geometry (ωB97M-V/def2-TZVPD).

Geometry as ORCA input:
```
! RIJCOSX wB97M-V def2-TZVPD def2/J DEFGRID3
* xyz -2 1
C -0.1462 -1.6001 -0.7848
C -3.4747 0.5422 0.3350
H 0.5604 -0.6467 1.7118
H 1.0532 3.9135 0.0312
S 4.8378 2.3756 -4.6642
O 5.2244 3.4282 -3.7070
O 5.0385 1.0521 -4.0468
O 5.6701 2.4837 -5.8762
H -5.3062 0.6900 -1.1264
H 0.8305 -2.3353 2.5281
C -1.7483 -0.1162 2.8421
H -0.8557 -0.6494 -0.8235
H -1.9252 0.1592 3.9860
C 1.5037 2.9289 -0.4110
C -0.3698 -2.5110 0.5651
C 2.8103 2.6261 -1.3556
H 1.6952 -1.5282 -2.1568
O -0.5640 -1.8398 5.1712
H -0.4925 -2.2808 -1.6995
H 0.1990 -3.5329 0.5270
H -2.8091 1.5092 0.3194
C -1.2048 -2.2498 4.0738
C 1.4523 -1.2148 -1.0311
H 3.7100 0.4710 -2.3082
C 0.9557 1.3934 -0.2344
N 1.6910 0.2764 -0.9445
H 0.0049 1.1582 0.4307
H -1.9893 -3.8461 3.1861
H -5.7703 0.3369 0.6988
N -1.2563 -1.5425 2.7381
H -1.5266 -2.7625 0.6086
H -5.1939 2.1202 0.1807
H -3.1071 -0.2308 -0.4834
C -5.0535 0.9672 -0.0173
H -1.0569 0.6798 2.3272
O -1.9461 -3.5512 4.1634
H 2.1889 -1.8595 -0.3668
C 0.0287 -1.6696 1.9508
S -3.5020 -0.1258 2.0845
C 2.8637 0.9828 -1.6426
H 3.5619 3.4595 -1.7526
O 3.4182 2.5387 -5.0267
*
```

## Properties
LUMO level = 3.25 eV
DFT total energy = -1826.186293 hartree
E_HOMO = 0.4 eV
Gap between HOMO and LUMO = 2.87 eV
Largest force on an atom = 8.5 eV/A

***

Record 2
Entry from the OMol25 dataset: C33H38Cl2GeN4O7P3Tm as an isolated structure in a non-equilibrium geometry (ωB97M-V/def2-TZVPD).

Geometry as ORCA input:
```
! RIJCOSX wB97M-V def2-TZVPD def2/J DEFGRID3
* xyz -2 3
C 9.9514 9.8670 9.6074
N 18.6883 11.6691 16.3551
H 11.6460 13.4375 20.1456
C 19.0707 11.9302 14.9983
C 11.0854 16.7107 17.1593
H 17.0260 13.8790 9.6421
C 11.1429 10.4895 9.9392
H 17.3362 12.4775 17.7570
C 9.2928 9.8581 11.9220
C 15.0694 14.6069 9.0239
C 12.6555 13.4532 20.6271
H 14.8423 10.6293 17.7817
C 15.5887 8.1364 10.8758
N 18.0855 11.6299 13.9552
C 15.3306 12.7976 10.5478
C 15.9279 13.7580 9.7204
H 12.6272 13.5220 21.6781
H 10.6773 10.7715 13.2849
C 13.9085 12.6142 10.6103
H 16.2056 12.4268 13.2085
O 10.7842 10.1587 18.4281
H 12.4633 15.3983 15.2138
O 13.1698 11.1964 21.2216
C 10.1581 17.3346 17.9414
H 8.1454 14.7243 18.6531
O 15.5728 13.0347 19.0406
P 16.0528 12.5323 15.6963
H 13.5613 8.9654 14.0418
N 11.7032 14.6990 15.7365
P 14.3906 12.1461 18.9825
H 17.6495 10.2664 17.4617
C 17.6447 12.6064 16.7195
N 17.1510 9.9263 15.4885
C 9.9382 14.6763 17.4501
H 14.3918 6.8316 13.7656
H 8.3479 17.2791 19.0514
H 18.5036 9.7144 13.8057
C 9.0797 9.4045 10.6226
Ge 13.2380 11.5039 12.0255
C 13.3048 12.1378 20.3834
C 11.4318 10.8321 11.2694
P 11.3764 9.3258 17.0864
H 9.7253 9.6374 8.6029
H 19.3267 12.9472 14.9178
C 15.4694 7.1880 11.8137
H 11.3513 10.9544 18.5565
C 17.6304 10.2968 14.1144
H 13.0873 9.0325 18.6245
H 18.9701 9.5184 16.5704
H 15.3113 10.4062 14.8041
C 8.9628 15.2826 18.2730
H 16.1295 7.9597 9.9709
C 13.7142 14.4537 9.0911
O 12.0063 10.4298 16.2902
H 10.3381 18.3655 18.1504
C 18.1538 10.2916 16.4957
H 16.8259 10.1813 13.4534
C 14.7272 7.5110 12.9266
O 12.6488 8.5306 17.9316
C 13.1186 13.4621 9.9014
H 15.3682 10.1945 16.4847
H 13.1845 15.0027 8.4270
C 14.2221 9.7328 12.0141
H 15.9326 12.0781 11.1114
H 17.3398 13.5720 13.8417
C 13.4141 12.4482 13.6340
H 15.0884 10.0857 10.0723
C 9.0739 16.6272 18.4608
Cl 12.4549 17.6043 16.6001
C 11.0114 15.3385 16.7525
C 16.9524 12.5966 14.0213
C 10.4551 10.5421 12.2470
H 13.2010 14.1889 20.1376
C 15.9323 10.6224 15.6955
H 8.1870 8.8731 10.3071
H 15.8278 6.1718 11.6354
H 12.0318 13.3638 9.8781
Cl 9.6480 12.9148 17.1777
O 14.8864 10.6541 18.8049
H 17.9785 13.6530 16.7473
H 8.5480 9.6242 12.7467
H 13.6018 13.5110 13.3200
O 13.4052 12.5137 17.8547
C 14.1206 8.7980 13.0738
H 15.4986 15.3956 8.3717
H 11.9062 10.6298 9.1921
C 14.9807 9.3729 10.8975
Tm 12.5259 12.4922 15.7744
H 19.9383 11.2532 14.7734
*
```

## Properties
LUMO level (alpha / beta) = 4.17 / 4.17 eV
DFT total energy = -7132.760922 hartree
Expectation value of S² = 2.002
E_HOMO (alpha / beta) = -0.9 / -0.9 eV
Gap between HOMO and LUMO (alpha / beta) = 5.06 / 5.06 eV
Largest force on an atom = 4.7 eV/A

***

Record 3
Entry from the OMol25 dataset: C3H8NO3P as an isolated structure in a non-equilibrium geometry (ωB97M-V/def2-TZVPD).

Geometry as ORCA input:
```
! RIJCOSX wB97M-V def2-TZVPD def2/J DEFGRID3
* xyz 0 3
C -1.8854 0.0346 -1.1649
H -0.9970 -1.3314 0.9570
H -1.2546 0.4992 -2.0226
H -3.0084 0.2417 -1.3049
P 1.8109 -0.1147 -0.2559
O 1.1903 -0.3973 -1.5155
H -0.5416 0.2194 1.9116
O 2.7483 -1.3157 0.1861
C -0.6959 -0.2747 0.9150
H 1.5568 1.9020 0.6445
O -1.8476 1.6409 0.6519
H -1.5679 -0.9741 -1.1506
H 0.3311 -0.4810 0.5759
H 3.4836 -1.3481 0.7638
C -1.5072 0.6143 0.1149
N 2.1845 1.0849 0.6934
*
```

## Properties
LUMO level (alpha / beta) = 0.27 / -2.97 eV
DFT total energy = -740.779163 hartree
Expectation value of S² = 2.008
E_HOMO (alpha / beta) = -6.3 / -10.0 eV
Energy relative to the best compared isomer or geometry (same formula, charge and spin) = 9.4 kcal/mol
Gap between HOMO and LUMO (alpha / beta) = 6.61 / 6.99 eV
Largest force on an atom = 5.9 eV/A

***

Record 4
Entry from the OMol25 dataset: an isolated ion of composition C34H35N2 and charge +1 in a non-equilibrium geometry (ωB97M-V/def2-TZVPD).

Geometry as ORCA input:
```
! RIJCOSX wB97M-V def2-TZVPD def2/J DEFGRID3
* xyz 1 1
C -3.5833 -0.8846 0.5088
C -1.1761 5.7554 1.7287
H -0.9271 5.8320 2.7924
H -2.4261 -0.2646 3.6616
C 2.5000 3.1283 -0.0142
C 3.4030 4.2029 0.0735
H -2.5538 -0.1170 -1.2298
C 3.0052 5.4658 0.5183
C 1.0933 -5.9713 -3.6179
C -0.1616 0.9959 0.1249
C -0.5654 -1.3193 -2.4342
H -2.2577 5.6713 1.6039
H -0.8811 -2.9248 -5.4323
H -0.8106 -0.3507 -1.9916
H -1.4325 -0.7553 -4.3204
H -1.0062 -1.8188 2.5813
H -1.7061 -1.5755 -0.3084
H -1.6824 -3.0212 1.4522
H -0.0633 0.8906 -0.9564
H 1.3109 -6.9275 -4.1010
C 1.1888 0.4492 0.7199
C 1.2332 -4.5243 -1.6710
H 3.7184 6.2897 0.5889
C 0.4733 -3.5201 -2.3115
H -3.7680 0.5018 2.7074
C 3.3905 -0.6206 0.4161
C -0.5974 -2.7406 -4.3956
C -2.8191 -0.0558 2.6481
C -1.7940 0.8030 1.9407
H 0.1087 -3.1080 0.2725
H -3.2108 1.1822 -0.2067
C -0.9074 -1.5426 -3.7829
C 1.3348 0.1988 2.0822
C 1.1523 3.2931 0.3448
H 2.3461 -0.8903 3.6315
H -3.6943 -2.0329 2.3859
C 0.2051 -2.1115 -0.1626
H 4.2268 -0.8735 -0.2310
H -3.7989 -1.7405 -0.1397
C -1.0744 3.3853 0.8178
C 0.0883 -3.7499 -3.6856
C 2.3649 -0.6145 2.5701
H 2.3208 0.4174 -1.1604
H 0.5997 0.6241 2.7799
H 4.1982 -1.6648 2.1284
C -3.0127 -1.3351 1.8734
C -2.7052 0.2062 -0.1915
C 3.4030 -1.0274 1.7393
N -0.5278 4.6081 1.1158
C 0.0467 -2.3020 -1.6733
H -0.8098 6.6431 1.2224
H -2.2913 1.7310 1.6341
H -4.5768 -0.4769 0.6997
C -0.0860 2.4994 0.3864
H 4.4489 4.0347 -0.2065
C -1.6125 -1.9621 1.6868
C 0.8160 4.6007 0.7986
C 0.3947 -4.9904 -4.3017
H 2.0992 -6.4898 -1.7713
H -1.0272 1.1318 2.6496
C 1.5302 -5.7278 -2.3014
N -1.2639 0.2536 0.5794
H 0.0560 -5.1563 -5.3277
H 1.2103 -1.8511 0.1314
C 1.6732 5.6939 0.8766
C -1.0142 -1.3484 0.4903
H -2.1634 3.2712 0.8785
H 1.2722 6.6553 1.1990
H 2.8881 2.1880 -0.3725
C 2.3056 0.1348 -0.0909
H 1.5822 -4.3511 -0.6512
*
```

## Properties
SMILES string = Cn1cc([C@@H](c2ccccc2)[N@+]23CC[C@H](CC2)C[C@@H]3Cc2cccc3ccccc23)c2ccccc21
LUMO level = -2.01 eV
DFT total energy = -1425.804452 hartree
E_HOMO = -10.4 eV
Energy relative to the best compared isomer or geometry (same formula, charge and spin) = 50.4 kcal/mol
Gap between HOMO and LUMO = 8.35 eV
Largest force on an atom = 5.1 eV/A

***

Record 5
Entry from the OMol25 dataset: one molecule with the formula C16H20FN3OS in a non-equilibrium geometry (ωB97M-V/def2-TZVPD).

Geometry as ORCA input:
```
! RIJCOSX wB97M-V def2-TZVPD def2/J DEFGRID3
* xyz 0 1
H 0.2550 4.4367 1.9948
C 1.7842 1.2272 4.0573
H -3.4774 -3.4221 -1.2674
C 0.2891 2.2590 2.3545
H 3.2990 0.8976 -0.0554
H -1.6751 3.0552 3.0653
C 0.9835 3.6287 2.1943
H -1.2102 -3.1826 -5.6808
C -2.8054 -4.0469 -4.5716
H 2.5467 -0.2334 -1.1393
C -2.9867 -3.3356 -2.2748
H 2.4555 2.0603 -2.1628
C -1.8144 -2.5193 -2.4030
H -4.3605 -4.7689 -3.2756
S -0.9060 -1.2778 1.1831
C -1.1965 -2.4384 -3.6627
H -0.4758 2.8097 4.3506
C -1.2466 -1.8488 -1.2267
H 1.2525 0.5811 4.7393
H 1.8296 2.7208 -0.6220
C -0.0379 -0.9554 -1.1642
F -3.2087 -4.7699 -5.6605
H 2.8027 0.8596 4.0733
H 0.7968 1.6908 -1.6256
H 1.8182 2.2510 4.4641
O 2.5418 -0.6127 2.1487
C 1.7010 0.2059 1.7987
C -0.8549 2.3793 3.4102
C -1.6745 -3.2370 -4.7077
C -3.4906 -4.1079 -3.3537
H 1.6908 3.6030 1.3773
N -1.7412 -2.0914 -0.0263
H -1.2515 1.3792 3.5685
H 0.4872 -0.6626 -2.0502
H -0.1949 2.0294 1.3902
H 1.4736 3.8885 3.1155
N 1.3172 0.2298 0.4692
C 1.8095 1.8391 -1.2850
H -0.3249 -1.7785 -3.8399
N 1.2445 1.1833 2.7042
C 0.2415 -0.5544 0.0915
C 2.3137 0.6280 -0.4957
*
```

## Properties
SMILES string = CCN(C(=O)N(C)C(C)C)c1cc(-c2ccc(F)cc2)ns1
LUMO level = 0.52 eV
DFT total energy = -1359.240027 hartree
E_HOMO = -8.4 eV
Energy relative to the best compared isomer or geometry (same formula, charge and spin) = 34.9 kcal/mol
Gap between HOMO and LUMO = 8.90 eV
Largest force on an atom = 3.6 eV/A

***

Record 6
Entry from the OMol25 dataset: C39H37BrCdN4O8 as an isolated structure in a non-equilibrium geometry (ωB97M-V/def2-TZVPD).

Geometry as ORCA input:
```
! RIJCOSX wB97M-V def2-TZVPD def2/J DEFGRID3
* xyz -2 1
H 4.4730 2.3709 3.2503
N -1.6765 -2.0910 0.1724
H -3.6733 2.5828 -5.4440
C -3.8427 -3.0288 0.5631
H 1.3633 4.9410 -1.7092
C -0.2002 4.3134 -3.0036
C -3.3561 -4.3012 0.5200
C -3.0068 1.3105 -3.8317
C 1.5768 -0.3416 2.7059
O 1.6340 -1.1531 3.6354
H 0.4890 3.5979 4.3783
H 2.9774 -1.0486 -3.7489
H -0.1654 5.1963 -3.6355
C -1.3960 -5.7709 0.1326
H -2.4067 -2.3350 -2.8620
H 3.5365 0.2664 3.2544
C 0.7545 -4.7548 -0.1904
C 0.2171 -3.5006 -0.1075
C -2.4931 -2.4276 -3.9422
C -1.1321 3.2990 -3.2922
H 0.8221 -2.6104 -0.2209
C 0.6433 4.1633 -1.9405
H -0.9543 5.4433 0.7751
C -0.9007 4.6108 1.4600
H 2.1747 -1.2358 -5.9379
H 0.3655 -2.0636 -7.4999
C -2.9663 2.4654 -4.6283
C -1.5662 3.4147 1.1945
H 0.7655 -0.1542 -5.9745
H -1.7348 -2.9355 -6.3583
O -4.8107 -0.4680 0.2836
C 1.9872 -0.7104 -3.4382
N 0.9850 -1.3547 -4.2599
H 4.3340 0.8699 -0.6732
H 1.8250 -0.9798 -2.3921
H -3.9992 -5.1634 0.6746
H -2.1855 3.3080 0.3133
C 4.1533 2.5288 2.2202
H 1.9222 2.3094 2.2290
C -0.0511 -5.8969 -0.0763
C 3.0574 -1.2184 0.1334
H 1.9275 0.3798 -3.5248
C 2.8291 1.8056 1.8914
H -3.7577 0.5568 -4.0296
C -2.1185 1.1397 -2.8072
C 2.9476 0.3339 2.3312
C -0.1745 4.6721 2.6315
C -2.9606 -1.9394 0.3599
H -0.6957 1.5129 3.6506
H 4.6653 -0.7571 1.5021
O -0.3980 -1.6010 -2.4813
H -3.2143 -1.6881 -4.3055
H -2.8528 -3.4286 -4.1997
C 3.7558 -0.2573 1.1541
O 3.7493 -2.1686 -0.2578
Cd -0.2825 0.1711 -0.0902
C 0.6032 3.0008 -1.1523
O 2.8781 1.7706 0.4800
H 0.6967 -3.2056 -6.1770
C 1.1125 -1.1591 -5.6808
H 1.3021 2.9403 -0.3334
H 4.0560 3.6015 2.0308
O 1.9249 -0.9151 -0.2968
N -1.1837 -2.2078 -4.5081
H -1.5750 -1.1653 -6.2942
C -3.5724 -0.5147 0.2533
H 5.5877 2.6190 0.5484
Br 0.6644 6.3202 3.1488
O -2.7730 0.4215 0.0958
C -1.9827 -4.4963 0.2527
C -0.7616 2.4215 3.0690
C -1.1641 -3.3372 0.1138
H 0.3987 -6.8792 -0.1432
C 0.3054 -2.2165 -6.4201
N -1.5027 2.3622 1.9822
H -1.9881 4.3307 -4.9735
C -0.2531 1.9473 -1.4023
C -0.0823 3.5749 3.4623
C -1.1546 2.1188 -2.4918
C -0.2100 -1.6739 -3.6772
C 5.0898 1.8797 1.1834
H -2.1426 0.2609 -2.1848
O 0.5402 0.0832 2.1495
H 5.8544 1.2551 1.6486
C -2.0406 3.4346 -4.3632
C -1.1349 -2.1148 -5.9430
C 4.0752 1.0299 0.3750
H -2.0295 -6.6456 0.2180
H 1.8154 -4.8702 -0.3459
H -4.8869 -2.8012 0.7254
*
```

## Properties
LUMO level = 3.82 eV
DFT total energy = -5071.237075 hartree
E_HOMO = -3.0 eV
Energy relative to the best compared isomer or geometry (same formula, charge and spin) = 18.9 kcal/mol
Gap between HOMO and LUMO = 6.78 eV
Largest force on an atom = 1.7 eV/A